[1]
The molecule C5H10O. Source: the OMol25 dataset; level of theory: wB97M-V/def2-TZVPD.

HOMO: -9.54 eV
ΔE to the lowest compared entry with this formula, charge and spin: 1.2 kcal per mole
Electronic energy: -7394.7143 eV

```
! RIJCOSX wB97M-V def2-TZVPD def2/J DEFGRID3
* xyz 0 1
C -1.38 -0.88 -1.50
C -0.04 -0.51 -0.89
O 0.99 -0.72 -1.49
C -0.02 0.16 0.49
C 0.43 1.61 0.28
C 0.94 -0.56 1.43
H -1.62 -1.93 -1.25
H -2.20 -0.26 -1.12
H -1.31 -0.81 -2.58
H -1.04 0.16 0.92
H -0.18 2.14 -0.45
H 1.47 1.61 -0.08
H 0.39 2.17 1.23
H 1.93 -0.60 0.97
H 0.62 -1.58 1.65
H 1.02 -0.02 2.38
*
```

---

[2]
A structure of composition C22H34Br12NO2. Source: the OMol25 dataset; level of theory: wB97M-V/def2-TZVPD.

HOMO: -11.54 eV
ΔE to the lowest compared entry with this formula, charge and spin: 98.6 kcal per mole
Electronic energy: -869446.1949 eV

```
! RIJCOSX wB97M-V def2-TZVPD def2/J DEFGRID3
* xyz 1 1
C -3.93 -1.17 -0.15
C -4.86 0.03 -0.74
C -3.83 1.23 -1.13
C -3.43 2.07 0.18
C -1.82 2.26 0.19
C -1.02 1.07 0.92
C 0.48 1.59 1.22
C 1.48 1.53 -0.04
C 1.39 0.17 -0.90
C 0.30 0.18 -2.08
C 0.30 1.49 -3.00
C -0.51 1.27 -4.40
O -1.72 0.45 -4.22
C -1.67 -0.73 -5.02
O -1.87 -0.78 -6.24
C -1.29 -2.08 -4.21
C 0.07 -2.85 -4.48
C 0.37 -4.11 -3.63
N -0.58 -4.54 -2.62
C -1.84 -3.90 -2.33
C -2.25 -2.63 -3.12
H -4.60 -2.10 -0.11
H -3.07 -1.34 -0.90
H -3.54 -0.82 0.87
H -5.41 -0.26 -1.70
H -5.63 0.39 0.04
H -4.27 1.90 -1.97
H -2.87 0.72 -1.52
H -3.78 1.62 1.17
H -3.87 3.13 0.07
H -1.56 3.23 0.75
H -1.50 2.41 -0.90
H -1.06 0.06 0.38
H -1.53 0.91 1.94
H 0.91 0.91 2.06
H 0.44 2.69 1.57
H 1.42 2.47 -0.71
H 2.55 1.56 0.40
H 2.42 -0.03 -1.36
H 1.09 -0.68 -0.18
H 0.57 -0.71 -2.78
H -0.78 -0.04 -1.72
H -0.07 2.44 -2.49
H 1.40 1.70 -3.32
H -0.81 2.32 -4.79
H 0.18 0.83 -5.22
H 0.78 -2.44 -5.28
H 1.34 -4.69 -3.78
H -0.32 -5.37 -2.06
H -2.56 -4.26 -1.52
H -3.22 -2.04 -2.95
C 0.87 -2.23 3.01
Br 2.71 -1.60 3.08
Br -0.38 -0.86 3.58
Br 0.42 -2.94 1.26
H 0.79 -3.05 3.72
C 6.32 -2.70 4.65
Br 4.82 -3.93 4.78
Br 5.84 -1.06 3.71
Br 7.09 -2.33 6.39
H 7.08 -3.19 4.05
C 9.38 1.69 4.81
Br 8.79 1.88 2.97
Br 7.89 1.55 6.04
Br 10.62 0.21 5.02
H 9.92 2.60 5.07
C -3.73 4.25 4.04
Br -5.49 3.59 3.57
Br -2.50 2.80 4.44
Br -3.01 5.45 2.70
H -3.84 4.83 4.96
*
```

---

[3]
The ion C15H13N2O5 with charge -1. Source: the OMol25 dataset; level of theory: wB97M-V/def2-TZVPD.

HOMO: -3.81 eV
ΔE to the lowest compared entry with this formula, charge and spin: 9.8 kcal per mole
Electronic energy: -28978.5789 eV

```
! RIJCOSX wB97M-V def2-TZVPD def2/J DEFGRID3
* xyz -1 1
C 2.32 -4.64 -2.09
C 1.64 -3.34 -1.75
C 0.67 -2.87 -2.66
C 0.07 -1.62 -2.44
C 0.36 -0.84 -1.32
C 1.39 -1.28 -0.49
O 1.85 -0.32 0.41
C 1.59 -0.65 1.88
C 2.60 0.24 2.52
N 3.90 -0.11 2.69
O 4.75 0.78 3.06
O 4.23 -1.31 2.41
C 0.12 -0.41 2.32
C -0.70 -1.52 2.53
C -2.05 -1.38 2.80
C -2.59 -0.10 3.01
N -4.03 0.08 2.96
O -4.48 1.24 2.94
O -4.75 -0.95 2.90
C -1.76 1.04 2.88
C -0.39 0.86 2.63
C 1.99 -2.55 -0.66
H 3.19 -4.77 -1.45
H 1.66 -5.52 -1.96
H 2.65 -4.67 -3.14
H 0.38 -3.50 -3.53
H -0.63 -1.24 -3.20
H -0.15 0.11 -1.16
H 1.88 -1.71 1.90
H 2.31 1.28 2.69
H -0.27 -2.52 2.46
H -2.72 -2.24 2.91
H -2.22 2.02 3.04
H 0.24 1.76 2.65
H 2.80 -2.87 -0.01
*
```

---

[4]
The molecule C3H4N2O. Source: the OMol25 dataset; level of theory: wB97M-V/def2-TZVPD.

HOMO: -9.13 eV
ΔE to the lowest compared entry with this formula, charge and spin: 66.7 kcal per mole
Electronic energy: -8200.9916 eV

```
! RIJCOSX wB97M-V def2-TZVPD def2/J DEFGRID3
* xyz 0 1
O -2.29 -0.34 -0.13
C -0.96 -0.25 0.00
C -0.01 0.79 -0.08
C 1.22 0.28 0.02
N 1.10 -0.98 -0.13
N -0.27 -1.28 -0.01
H -2.65 0.46 0.43
H -0.03 1.90 -0.18
H 2.13 1.12 -0.06
H 1.76 -1.70 0.14
*
```

---

[5]
The molecule C5H8. Source: the OMol25 dataset; level of theory: wB97M-V/def2-TZVPD.

HOMO (spin up / spin down): -8.60 / -8.60 eV
ΔE to the lowest compared entry with this formula, charge and spin: 96.9 kcal per mole
Electronic energy: -5309.9656 eV

```
! RIJCOSX wB97M-V def2-TZVPD def2/J DEFGRID3
* xyz 0 1
C -0.06 -1.06 0.79
C -1.02 -0.14 0.01
C 0.20 1.95 -0.88
C 0.23 0.50 -0.67
C 1.12 -0.14 0.42
H 0.03 -2.04 0.32
H -0.27 -1.19 1.86
H -1.76 -0.61 -0.65
H -1.53 0.58 0.66
H -0.73 2.12 -1.48
H 0.38 0.04 -1.66
H 2.05 -0.62 0.09
H 1.35 0.60 1.19
*
```

---

[6]
A structure of composition C2H25O13Zn2. Source: the OMol25 dataset; level of theory: wB97M-V/def2-TZVPD.

HOMO: -18.89 eV
Electronic energy: -125908.0457 eV

```
! RIJCOSX wB97M-V def2-TZVPD def2/J DEFGRID3
* xyz 3 1
Zn -1.38 2.23 -1.79
Zn -1.61 -2.41 -2.60
C 0.20 -0.18 0.68
C -0.25 -0.60 -0.71
O -0.21 -1.77 -1.09
O -0.83 0.27 -1.41
H -0.25 0.77 0.97
H 1.29 -0.19 0.73
H -0.16 -0.89 1.42
O 3.35 1.70 1.44
H 2.75 1.24 2.03
H 4.06 1.08 1.29
O -0.98 -1.08 -4.04
H -0.60 -1.31 -4.89
H -0.96 -0.13 -4.01
O 2.58 -2.43 0.53
H 1.71 -2.28 0.17
H 2.41 -2.83 1.39
O -0.80 3.23 2.54
H -0.67 3.97 3.12
H -0.50 2.47 3.05
O -0.83 -4.35 1.26
H -1.31 -4.97 1.81
H -0.83 -3.53 1.76
O -3.27 1.44 -1.84
H -4.08 1.72 -2.26
H -3.49 0.60 -1.43
O 2.55 1.70 -1.12
H 3.02 1.78 -0.29
H 2.86 0.86 -1.48
O 2.62 -0.74 3.35
H 1.80 -0.30 3.55
H 2.40 -1.36 2.66
O 0.37 3.00 -1.38
H 1.23 2.59 -1.26
H 0.52 3.93 -1.22
O -2.12 -3.68 -1.12
H -1.48 -3.89 -0.44
H -2.93 -4.09 -0.82
O -1.88 2.65 0.17
H -2.79 2.96 0.26
H -1.49 2.80 1.03
*
```

---

[7]
A cluster of 2 separate species, C3H9OS in total. Source: the OMol25 dataset; level of theory: wB97M-V/def2-TZVPD.

HOMO: -0.23 eV
ΔE to the lowest compared entry with this formula, charge and spin: 102.2 kcal per mole
Electronic energy: -16136.6267 eV

```
! RIJCOSX wB97M-V def2-TZVPD def2/J DEFGRID3
* xyz -1 1
C -0.52 -1.46 -2.05
O 0.74 -2.10 -1.61
H -0.36 -0.81 -2.96
H -1.16 -0.82 -1.43
H -1.22 -2.25 -2.40
C 0.11 0.22 2.29
S 0.23 0.44 0.43
C 0.33 2.17 0.29
H 0.66 -0.71 2.65
H 0.51 1.19 2.70
H -0.93 0.18 2.59
H 0.27 2.68 -0.67
H 1.07 -1.53 -1.02
H 0.29 2.80 1.20
*
```

---

[8]
A cluster of 4 separate species, C10H12F3NO11 in total. Source: the OMol25 dataset; level of theory: wB97M-V/def2-TZVPD.

HOMO: -11.21 eV
ΔE to the lowest compared entry with this formula, charge and spin: 52.3 kcal per mole
Electronic energy: -42725.0590 eV

```
! RIJCOSX wB97M-V def2-TZVPD def2/J DEFGRID3
* xyz 0 1
O 3.05 6.62 0.27
C 4.08 7.16 0.18
O 4.51 7.81 -0.89
C 5.75 8.40 -0.63
C 5.94 8.26 0.88
F 5.70 9.46 1.34
O 4.86 7.37 1.21
H 6.60 8.00 -1.18
H 5.58 9.43 -0.93
H 6.93 7.89 1.14
O 1.89 1.13 5.20
C 3.02 0.71 4.94
O 4.10 1.43 4.84
C 5.01 0.66 4.12
C 4.63 -0.75 4.28
F 5.40 -1.46 5.20
O 3.34 -0.59 4.81
H 5.03 0.97 3.07
H 5.98 0.95 4.51
H 4.44 -1.23 3.32
O -6.74 -9.25 -6.56
C -7.22 -8.76 -5.49
O -8.52 -8.84 -5.14
C -8.76 -8.09 -3.90
C -7.37 -7.94 -3.27
F -7.22 -8.88 -2.35
O -6.50 -8.37 -4.33
H -9.15 -7.11 -4.15
H -9.53 -8.53 -3.27
H -7.22 -6.93 -2.90
C -2.53 0.62 -0.35
N -2.49 -0.64 -1.01
O -3.32 -0.81 -1.94
O -1.74 -1.45 -0.50
H -2.78 1.38 -1.09
H -1.55 0.85 0.06
H -3.18 0.51 0.52
*
```